C29H32N2O3S | the ωB97M-V functional and the def2-TZVPD basis

Output
SMILES: O=C(N[C@H]1CCC(=O)N([C@H](CSc2ccccc2)Cc2ccccc2)CC1)OCc1ccccc1
Strongest force on any atom in Eh/bohr: 0.012
Total energy in a.u.: -1857.765215
Total charge: 0
HOMO-LUMO gap in hartree: 0.3236

```
67
Properties=species:S:1:pos:R:3:nbo_charge:R:1
O -4.572 -0.282 -1.790 -0.647
C -4.085 -0.811 -0.824 0.891
N -2.825 -0.617 -0.375 -0.644
C -1.945 0.378 -0.951 -0.054
C -1.899 1.646 -0.088 -0.400
C -1.264 1.471 1.294 -0.505
C 0.249 1.585 1.258 0.699
O 0.817 2.512 1.807 -0.644
N 0.919 0.629 0.570 -0.462
C 2.369 0.716 0.455 -0.037
C 3.029 0.528 1.820 -0.546
S 2.820 -1.177 2.422 0.241
C 3.669 -2.134 1.191 -0.169
C 4.763 -1.659 0.479 -0.267
C 5.368 -2.466 -0.468 -0.143
C 4.905 -3.750 -0.699 -0.233
C 3.827 -4.230 0.028 -0.203
C 3.207 -3.427 0.964 -0.236
C 2.829 2.030 -0.206 -0.435
C 4.279 1.930 -0.583 -0.039
C 5.259 2.560 0.173 -0.164
C 6.598 2.415 -0.146 -0.224
C 6.975 1.636 -1.228 -0.222
C 6.004 1.011 -1.993 -0.209
C 4.667 1.157 -1.672 -0.213
C 0.257 -0.536 0.020 -0.214
C -0.565 -0.223 -1.234 -0.407
O -4.715 -1.719 -0.039 -0.525
C -6.079 -1.964 -0.375 -0.105
C -6.975 -0.817 0.017 0.041
C -6.758 -0.145 1.213 -0.243
C -7.571 0.912 1.580 -0.203
C -8.614 1.302 0.757 -0.215
C -8.836 0.634 -0.435 -0.202
C -8.018 -0.418 -0.807 -0.229
H -2.565 -1.082 0.479 0.400
H -2.414 0.641 -1.907 0.243
H -1.361 2.425 -0.632 0.213
H -2.929 1.986 0.039 0.225
H -1.604 2.279 1.944 0.246
H -1.568 0.529 1.751 0.208
H 2.688 -0.103 -0.201 0.221
H 4.089 0.770 1.786 0.228
H 2.544 1.159 2.563 0.266
H 5.154 -0.669 0.651 0.224
H 6.213 -2.082 -1.020 0.208
H 5.383 -4.374 -1.438 0.212
H 3.463 -5.233 -0.141 0.215
H 2.363 -3.789 1.532 0.219
H 2.220 2.191 -1.098 0.216
H 2.661 2.858 0.482 0.248
H 4.969 3.169 1.017 0.207
H 7.350 2.909 0.452 0.214
H 8.019 1.520 -1.475 0.215
H 6.290 0.409 -2.843 0.214
H 3.915 0.666 -2.274 0.209
H -0.371 -1.002 0.785 0.191
H 1.028 -1.265 -0.238 0.227
H -0.709 -1.146 -1.798 0.220
H -0.001 0.470 -1.859 0.211
H -6.161 -2.154 -1.450 0.204
H -6.342 -2.870 0.180 0.202
H -5.943 -0.453 1.853 0.215
H -7.391 1.431 2.510 0.212
H -9.250 2.127 1.043 0.213
H -9.645 0.938 -1.083 0.213
H -8.184 -0.929 -1.743 0.212
```

C29H32O7 | the ωB97M-V functional and the def2-TZVPD basis

Output
SMILES: CCOC(=O)C(C(=O)OCC)(c1ccc(OC)cc1)C(c1ccc(OC)cc1)c1ccc(OC)cc1
Strongest force on any atom in Eh/bohr: 0.044
Total energy in a.u.: -1650.888399
Total charge: 0
HOMO-LUMO gap in hartree: 0.3149

```
68
Properties=species:S:1:pos:R:3:nbo_charge:R:1
C 4.488 -2.622 0.473 -0.631
C 3.160 -2.992 1.062 -0.073
O 2.214 -2.032 0.490 -0.529
C 1.091 -1.875 1.186 0.834
O 0.917 -2.448 2.250 -0.601
C 0.030 -0.892 0.637 -0.224
C 0.412 0.336 1.461 0.848
O -0.354 1.163 1.934 -0.604
O 1.744 0.457 1.607 -0.527
C 2.127 1.802 2.000 -0.073
C 3.612 1.771 2.186 -0.630
C -1.313 -1.508 1.050 -0.064
C -2.312 -0.780 1.695 -0.184
C -3.542 -1.331 1.996 -0.247
C -3.798 -2.688 1.699 0.311
O -5.014 -3.177 2.073 -0.499
C -5.379 -4.514 1.670 -0.255
C -2.785 -3.451 1.072 -0.335
C -1.571 -2.853 0.746 -0.122
C -0.018 -0.426 -0.805 -0.281
C -1.355 0.328 -1.012 -0.080
C -2.466 -0.372 -1.520 -0.167
C -3.672 0.251 -1.745 -0.267
C -3.768 1.660 -1.618 0.323
O -4.929 2.219 -2.056 -0.500
C -5.070 3.651 -2.054 -0.254
C -2.696 2.371 -1.043 -0.338
C -1.532 1.680 -0.698 -0.118
C 1.216 0.366 -1.261 -0.002
C 2.454 -0.271 -1.303 -0.168
C 3.634 0.423 -1.398 -0.286
C 3.589 1.805 -1.707 0.315
O 4.762 2.492 -1.603 -0.506
C 4.867 3.815 -2.171 -0.254
C 2.347 2.381 -2.049 -0.358
C 1.184 1.650 -1.823 -0.137
H 5.265 -3.325 0.785 0.221
H 4.455 -2.610 -0.623 0.211
H 4.777 -1.623 0.823 0.220
H 2.803 -3.986 0.769 0.187
H 3.121 -2.883 2.151 0.216
H 1.842 2.486 1.183 0.191
H 1.601 2.103 2.919 0.203
H 3.955 2.729 2.589 0.215
H 3.917 0.990 2.891 0.215
H 4.128 1.610 1.233 0.221
H -2.115 0.242 2.010 0.257
H -4.311 -0.736 2.488 0.224
H -6.437 -4.583 1.921 0.201
H -5.232 -4.661 0.591 0.180
H -4.813 -5.268 2.231 0.180
H -2.936 -4.514 0.848 0.218
H -0.791 -3.474 0.296 0.199
H -0.080 -1.330 -1.425 0.232
H -2.370 -1.449 -1.699 0.217
H -4.545 -0.300 -2.090 0.226
H -6.079 3.808 -2.433 0.202
H -4.977 4.064 -1.041 0.179
H -4.336 4.118 -2.725 0.180
H -2.762 3.453 -0.867 0.218
H -0.728 2.247 -0.224 0.214
H 2.491 -1.348 -1.303 0.231
H 4.600 -0.062 -1.245 0.223
H 5.919 4.071 -2.031 0.202
H 4.610 3.804 -3.240 0.183
H 4.225 4.527 -1.634 0.179
H 2.284 3.400 -2.459 0.220
H 0.243 2.110 -2.114 0.219
```